(1)
Formula: HNO2S
Source: the Open Molecules 2025 dataset
Level of theory: ωB97M-V/def2-TZVPD

Geometry (Å):
N (1.28, -0.53, 0.70)
O (3.54, 0.50, 0.35)
O (1.92, -1.30, -0.22)
S (2.33, 0.26, -0.34)
H (-0.03, 0.45, -0.28)

## Properties
HOMO level (alpha / beta) (Eh): -0.3935 / -0.3971
Kohn-Sham gap (alpha / beta) (eV): 9.52 / 9.71
Energy above the lowest of the compared OMol25 structures with the same formula, charge and spin (eV): 4.730
Charge: 0

---

(2)
Formula: C5H7NS
Source: the Open Molecules 2025 dataset
Level of theory: ωB97M-V/def2-TZVPD

Geometry (Å):
C (1.03, -1.25, -0.17)
C (-0.31, -0.94, -0.25)
C (2.11, -0.36, 0.20)
C (-0.74, 0.48, -0.35)
C (-2.09, 0.83, 0.30)
N (3.31, -0.25, 0.12)
S (0.55, 1.65, 0.27)
H (1.16, -2.32, 0.06)
H (-1.02, -1.67, -0.72)
H (-0.79, 0.51, -1.45)
H (-2.33, 1.88, 0.30)
H (-1.98, 0.81, 1.36)
H (-2.76, 0.10, -0.02)
H (3.86, 0.53, 0.34)

## Properties
HOMO level (Eh): -0.2980
Kohn-Sham gap (eV): 7.71
Energy above the lowest of the compared OMol25 structures with the same formula, charge and spin (eV): 3.068
Charge: 0

---

(3)
Formula: H13O6
Source: the Open Molecules 2025 dataset
Level of theory: ωB97M-V/def2-TZVPD

Geometry (Å):
O (-1.41, 0.87, 0.99)
H (-1.81, 1.72, 1.25)
H (-1.04, 1.04, 0.09)
O (1.35, 0.59, 1.64)
H (1.93, 1.19, 2.13)
H (0.38, 0.85, 1.85)
O (0.25, -1.97, 0.88)
H (0.65, -1.13, 1.11)
H (0.84, -2.68, 1.17)
O (-0.70, 0.83, -1.76)
H (-0.97, 1.77, -1.77)
H (0.32, 0.92, -1.80)
O (1.86, 0.87, -1.05)
H (1.70, 0.90, -0.02)
H (2.34, 1.67, -1.34)
O (-1.41, -1.40, -0.74)
H (-1.01, -0.58, -1.17)
H (-1.97, -2.12, -1.10)
H (-0.84, -1.88, -0.01)

## Properties
HOMO level (Eh): -0.5677
Kohn-Sham gap (eV): 12.23
Energy above the lowest of the compared OMol25 structures with the same formula, charge and spin (eV): 0.952
Charge: +1

---

(4)
Formula: C37H39CeF2N4P2S2
Source: the Open Molecules 2025 dataset
Level of theory: ωB97M-V/def2-TZVPD

Geometry (Å):
Ce (0.14, -0.70, 1.29)
C (2.81, -2.96, 0.33)
C (2.57, -3.43, 1.75)
N (2.01, -2.33, 2.56)
C (1.32, -2.85, 3.74)
C (-0.01, -3.45, 3.34)
C (-0.64, -4.36, 4.16)
C (-1.83, -4.94, 3.73)
C (-2.32, -4.60, 2.48)
C (-1.64, -3.66, 1.72)
C (-2.19, -3.24, 0.38)
N (-1.35, -2.28, -0.34)
C (-0.53, -2.87, -1.42)
C (0.74, -3.50, -0.88)
N (1.56, -2.46, -0.26)
N (-0.51, -3.08, 2.15)
H (3.24, -3.77, -0.27)
H (3.53, -2.14, 0.34)
H (3.51, -3.80, 2.18)
H (1.85, -4.24, 1.75)
H (2.75, -1.70, 2.84)
H (1.13, -2.03, 4.43)
H (1.92, -3.60, 4.27)
H (-0.22, -4.62, 5.12)
H (-2.35, -5.65, 4.35)
H (-3.22, -5.06, 2.10)
H (-3.17, -2.78, 0.56)
H (-2.36, -4.14, -0.22)
H (-1.93, -1.57, -0.76)
H (-0.26, -2.05, -2.09)
H (-1.09, -3.61, -1.99)
H (1.28, -3.98, -1.71)
H (0.50, -4.26, -0.14)
H (1.81, -1.80, -0.99)
S (-0.32, -0.01, 3.96)
P (-1.37, 1.34, 0.19)
C (-0.37, 0.70, -1.11)
P (1.30, 1.02, -0.95)
S (2.49, 0.55, 0.68)
C (2.05, 0.14, -2.38)
C (3.28, -0.51, -2.32)
C (3.80, -1.13, -3.46)
C (3.10, -1.07, -4.66)
C (1.89, -0.40, -4.72)
C (1.36, 0.19, -3.59)
C (1.89, 2.71, -1.37)
C (3.24, 3.03, -1.25)
C (3.70, 4.27, -1.66)
C (2.81, 5.20, -2.17)
C (1.47, 4.88, -2.31)
C (1.01, 3.63, -1.92)
C (-0.98, 3.05, 0.72)
C (-1.56, 4.19, 0.16)
C (-1.15, 5.45, 0.56)
C (-0.16, 5.59, 1.52)
C (0.42, 4.46, 2.10)
C (-0.01, 3.20, 1.71)
C (-3.03, 1.52, -0.54)
C (-3.30, 1.07, -1.84)
C (-4.57, 1.19, -2.37)
C (-5.59, 1.74, -1.61)
C (-5.34, 2.18, -0.31)
C (-4.06, 2.06, 0.22)
H (3.84, -0.51, -1.40)
H (4.75, -1.64, -3.41)
H (3.51, -1.54, -5.54)
H (1.35, -0.34, -5.66)
H (0.40, 0.70, -3.62)
H (3.93, 2.30, -0.84)
H (4.75, 4.51, -1.57)
H (3.16, 6.18, -2.47)
H (0.78, 5.61, -2.72)
H (-0.02, 3.35, -2.06)
H (-2.32, 4.09, -0.60)
H (-1.60, 6.32, 0.12)
H (0.16, 6.57, 1.83)
H (1.18, 4.57, 2.86)
H (0.42, 2.33, 2.18)
H (-2.49, 0.66, -2.43)
H (-4.77, 0.86, -3.38)
H (-6.59, 1.83, -2.02)
H (-6.13, 2.62, 0.27)
H (-3.86, 2.41, 1.23)
F (-2.35, -0.82, 2.49)
C (-2.03, 0.09, 3.55)
F (-2.40, 1.30, 3.05)
H (-2.70, -0.16, 4.37)

## Properties
HOMO level (alpha / beta) (Eh): -0.3696 / -0.3696
Kohn-Sham gap (alpha / beta) (eV): 6.42 / 6.42
Charge: +1

---

(5)
Formula: C4H17N2O2
Source: the Open Molecules 2025 dataset
Level of theory: ωB97M-V/def2-TZVPD

Geometry (Å):
C (0.73, -1.62, -1.63)
C (0.08, -0.88, -0.46)
C (0.70, 0.49, -0.33)
C (0.45, 1.29, 0.96)
N (-0.41, 0.54, 1.95)
N (-1.39, -0.78, -0.45)
H (1.66, -2.06, -1.26)
H (0.15, -2.52, -1.86)
H (0.91, -1.00, -2.51)
H (0.23, -1.54, 0.41)
H (1.78, 0.38, -0.41)
H (0.34, 1.13, -1.14)
H (0.08, 2.30, 0.85)
H (1.38, 1.48, 1.50)
H (-0.22, -0.47, 1.94)
H (-0.24, 0.91, 2.88)
H (-1.39, 0.65, 1.70)
H (-1.78, -0.04, -1.02)
H (-1.79, -1.60, -0.91)
H (-1.35, -1.74, 3.91)
H (-0.10, -2.48, 3.38)
O (-0.51, -1.62, 3.45)
H (-0.40, 2.60, -3.77)
H (0.69, 3.67, -3.86)
O (0.41, 2.91, -3.34)

## Properties
HOMO level (Eh): -0.4883
Kohn-Sham gap (eV): 10.36
Energy above the lowest of the compared OMol25 structures with the same formula, charge and spin (eV): 0.970
Charge: +1

---

(6)
Formula: C21H58O8
Source: the Open Molecules 2025 dataset
Level of theory: ωB97M-V/def2-TZVPD

Geometry (Å):
C (0.33, -8.13, -1.63)
C (-0.91, -7.44, -2.28)
O (-0.44, -6.90, -3.52)
H (0.40, -8.04, -0.54)
H (1.18, -7.54, -1.96)
H (0.52, -9.19, -1.80)
H (-1.36, -6.64, -1.68)
H (-1.55, -8.27, -2.56)
H (-0.80, -6.03, -3.68)
C (-2.28, 8.58, 3.75)
C (-1.44, 8.06, 2.60)
O (-1.81, 6.77, 2.31)
H (-2.19, 9.66, 3.75)
H (-1.91, 8.33, 4.75)
H (-3.34, 8.36, 3.59)
H (-0.43, 7.80, 2.92)
H (-1.49, 8.68, 1.71)
H (-2.77, 6.68, 2.24)
C (-0.24, -5.02, 6.29)
C (0.37, -6.13, 7.19)
O (-0.74, -6.96, 7.41)
H (-0.58, -5.50, 5.38)
H (0.42, -4.18, 6.06)
H (-1.09, -4.56, 6.80)
H (0.65, -5.77, 8.18)
H (1.10, -6.75, 6.67)
H (-0.41, -7.85, 7.56)
C (-2.86, 1.14, -6.92)
C (-3.75, -0.09, -6.67)
C (-4.03, -0.84, -7.97)
O (-3.14, -0.98, -5.71)
H (-2.50, 1.57, -5.99)
H (-3.50, 1.89, -7.38)
H (-2.05, 0.88, -7.60)
H (-4.67, 0.26, -6.22)
H (-3.12, -1.38, -8.24)
H (-4.31, -0.14, -8.76)
H (-4.80, -1.56, -7.67)
H (-2.96, -0.41, -4.96)
C (-7.35, -1.08, 0.10)
C (-6.53, -0.41, 1.17)
C (-5.98, -1.27, 2.28)
O (-5.48, 0.23, 0.47)
H (-8.28, -1.38, 0.57)
H (-6.88, -2.01, -0.21)
H (-7.62, -0.41, -0.72)
H (-7.00, 0.46, 1.63)
H (-5.74, -2.29, 1.97)
H (-6.71, -1.43, 3.06)
H (-5.05, -0.93, 2.74)
H (-4.67, 0.15, 0.96)
C (1.63, -1.13, 0.38)
C (1.70, 0.43, 0.65)
C (1.82, 1.23, -0.65)
O (0.43, 0.80, 1.29)
H (2.23, -1.55, -0.42)
H (0.59, -1.34, 0.11)
H (1.75, -1.63, 1.34)
H (2.55, 0.63, 1.29)
H (1.18, 0.82, -1.43)
H (2.78, 0.98, -1.11)
H (1.62, 2.30, -0.56)
H (0.30, 1.74, 1.20)
C (1.82, 6.82, -7.61)
C (1.27, 7.60, -6.31)
C (2.25, 7.61, -5.16)
O (1.01, 8.84, -6.82)
H (1.46, 7.14, -8.59)
H (1.41, 5.83, -7.41)
H (2.88, 6.63, -7.51)
H (0.27, 7.32, -5.96)
H (1.81, 8.14, -4.32)
H (3.20, 8.08, -5.42)
H (2.37, 6.59, -4.80)
H (0.60, 8.66, -7.66)
C (7.69, -1.74, 6.27)
C (8.79, -2.80, 6.08)
C (8.67, -3.92, 7.13)
O (8.56, -3.10, 4.73)
H (7.63, -1.31, 7.27)
H (6.74, -2.21, 6.02)
H (7.91, -0.90, 5.62)
H (9.74, -2.30, 6.24)
H (7.66, -4.30, 7.28)
H (8.89, -3.51, 8.11)
H (9.30, -4.76, 6.85)
H (9.25, -3.70, 4.43)

## Properties
HOMO level (Eh): -0.3612
Kohn-Sham gap (eV): 10.22
Energy above the lowest of the compared OMol25 structures with the same formula, charge and spin (eV): 4.969
Charge: 0

---

(7)
Formula: H16NO6
Source: the Open Molecules 2025 dataset
Level of theory: ωB97M-V/def2-TZVPD

Geometry (Å):
N (-0.54, -0.32, -0.03)
H (-0.90, 0.51, -0.49)
H (-1.37, -0.83, 0.25)
H (-0.07, -0.05, 0.82)
H (0.03, -0.77, -0.74)
O (2.40, 1.36, 0.07)
H (2.24, 0.51, 0.47)
H (3.25, 1.27, -0.35)
O (0.09, 0.93, 2.49)
H (1.00, 1.13, 2.69)
H (-0.41, 1.57, 3.00)
O (-2.85, -1.45, 0.35)
H (-3.64, -1.77, -0.09)
H (-3.06, -1.50, 1.29)
O (0.46, -0.88, -2.50)
H (1.40, -0.88, -2.32)
H (0.39, -0.91, -3.45)
O (2.01, -1.27, 0.97)
H (2.20, -1.38, 1.90)
H (1.76, -2.14, 0.67)
O (-1.33, 1.93, -1.69)
H (-1.92, 2.37, -2.30)
H (-1.17, 2.59, -1.01)

## Properties
HOMO level (alpha / beta) (Eh): -0.6932 / -0.6874
<S²>: 0.756
Spin multiplicity: 2
Kohn-Sham gap (alpha / beta) (eV): 11.95 / 3.47
Energy above the lowest of the compared OMol25 structures with the same formula, charge and spin (eV): 0.158
Charge: +2